A 8-piece molecular cluster, C13H43N19O9 overall at a distorted geometry, computed with the ωB97M-V functional and the def2-TZVPD basis.

LUMO level = 0.414 eV
Relative energy (zero: lowest compared OMol25 entry of this formula, charge and spin) = 861.3 kJ/mol
SMILES string = [H]/N=C(/N)NCCCCNC(=O)ON.NC(N)=O.NC(N)=O.NC(N)=O.NC(N)=O.NC(N)=O.NC(N)=O.NC(N)=O
F_max = 8.0 eV/Å
2S+1 = 1
Orbital gap = 8.79 eV
HOMO energy = -8.4 eV

Geometry as XYZ:
```
84
Properties=species:S:1:pos:R:3:lowdin_charge:R:1
H -1.40720 -2.42711 2.65952 0.01
N -2.00200 -2.38536 1.80038 0.10
C -1.22510 -2.78563 0.74122 -0.39
N -1.89841 -2.86080 -0.64514 0.03
N 0.22670 -3.20641 0.79041 -0.04
C 1.11689 -2.21306 1.51147 -0.23
C 1.42791 -0.83429 0.67510 -0.17
C 0.37524 0.37632 1.10171 -0.17
C -0.80283 0.64371 -0.03156 -0.22
N -1.37025 2.05110 -0.00018 0.02
C -2.25598 2.19954 -1.24742 -0.24
O -2.33103 3.41846 -1.78807 -0.03
O -2.99180 1.07116 -1.86585 -0.16
N -2.33324 0.59762 -2.95369 0.00
H -1.16160 -3.09873 -1.37553 0.07
H -2.62895 -3.63450 -0.61585 0.08
H 0.35835 -4.18824 1.11756 0.08
H 0.74397 -1.92455 2.59409 0.12
H 2.16021 -2.75444 1.66636 0.12
H 1.47259 -1.01002 -0.48974 0.11
H 2.50753 -0.47119 1.03273 0.11
H 0.93681 1.39115 1.34601 0.09
H -0.11133 0.02716 2.13355 0.11
H -1.71065 -0.09512 0.18423 0.12
H -0.31606 0.41436 -1.08920 0.12
H -1.99582 2.14305 0.83843 0.14
H -3.03658 0.18503 -3.62875 0.10
H -1.69942 -0.20542 -2.70002 0.09
N 3.77400 -6.85786 0.84539 0.16
C 2.63695 -6.24945 0.46253 -0.70
N 2.41607 -6.26161 -0.86437 0.16
O 1.86791 -5.72845 1.25498 0.01
H 4.41968 -7.29238 0.20787 0.07
H 3.97814 -6.87106 1.83620 0.11
H 1.57105 -5.81423 -1.19476 0.11
H 3.03756 -6.68543 -1.53244 0.10
N -2.05916 4.45358 -4.48980 0.15
C -1.53055 5.05940 -5.56831 -0.72
N -1.59271 6.40291 -5.54114 0.14
O -1.03469 4.44018 -6.49649 0.02
H -2.47182 4.94626 -3.71577 0.08
H -2.03274 3.44240 -4.47047 0.10
H -1.20589 6.89802 -6.33399 0.11
H -1.99711 6.93040 -4.78589 0.09
N -7.36304 -0.68898 -3.87448 0.15
C -6.18291 -0.23115 -3.41917 -0.71
N -6.24869 0.95755 -2.79284 0.16
O -5.13703 -0.84461 -3.56277 0.02
H -8.23459 -0.19832 -3.76586 0.10
H -7.35767 -1.58076 -4.35223 0.11
H -5.38245 1.33806 -2.43477 0.09
H -7.10035 1.47764 -2.66497 0.10
N -2.07067 0.42084 6.04121 0.15
C -2.41731 -0.32534 4.97693 -0.71
N -3.48818 0.12861 4.30108 0.15
O -1.80941 -1.33281 4.65090 0.01
H -2.55878 1.25340 6.32536 0.10
H -1.26970 0.11386 6.57763 0.11
H -3.78253 -0.40400 3.49296 0.11
H -4.00165 0.95593 4.55421 0.09
N 8.28352 -6.69724 -0.56311 0.15
C 7.30622 -6.61954 0.35801 -0.71
N 7.19529 -5.41927 0.95522 0.16
O 6.57897 -7.56187 0.62997 0.01
H 8.89236 -5.93238 -0.80072 0.10
H 8.40088 -7.58371 -1.03635 0.11
H 6.47188 -5.31813 1.65508 0.11
H 7.78476 -4.63160 0.74476 0.10
N 4.14694 2.84709 1.71109 0.15
C 3.16963 2.92479 2.63221 -0.71
N 3.05871 4.12507 3.22942 0.16
O 2.44239 1.98246 2.90417 0.01
H 4.75577 3.61195 1.47347 0.10
H 4.26430 1.96063 1.23785 0.11
H 2.33529 4.22620 3.92928 0.11
H 3.64818 4.91273 3.01896 0.10
N -0.89907 7.44073 0.18075 0.14
C -0.18984 6.42499 0.70505 -0.73
N -0.40744 5.23219 0.12239 0.16
O 0.58812 6.57359 1.63430 0.00
H -1.54436 7.33807 -0.58424 0.09
H -0.76480 8.35592 0.59058 0.11
H 0.10663 4.44087 0.48698 0.10
H -1.04402 5.09008 -0.64360 0.07
```